(1)
Molecular formula: C32H96N12O8P4S4
Method: DFT, ωB97M-V/def2-TZVPD

Output
* ΔE to the lowest compared entry with this formula, charge and spin: 0.0 kcal/mol
* calculated total energy: -5494.0812 Eh

The geometry in ORCA input format:
```
! RIJCOSX wB97M-V def2-TZVPD def2/J DEFGRID3
* xyz 0 1
O -4.392 -3.082 2.316
P -4.502 -1.746 2.942
N -3.041 -1.072 3.328
C -2.825 0.360 3.455
C -1.906 -1.930 3.646
N -5.323 -1.815 4.379
C -6.018 -3.011 4.803
C -5.552 -0.614 5.158
N -5.210 -0.608 1.984
C -6.622 -0.286 2.087
C -4.534 -0.054 0.822
H -2.638 0.639 4.501
H -3.728 0.897 3.163
H -2.001 0.716 2.837
H -2.050 -2.489 4.575
H -1.025 -1.301 3.740
H -1.739 -2.628 2.823
H -7.030 -3.127 4.393
H -5.449 -3.893 4.511
H -6.084 -3.040 5.892
H -4.737 -0.408 5.866
H -5.608 0.282 4.537
H -6.460 -0.727 5.750
H -7.029 -0.647 3.030
H -6.765 0.793 1.983
H -7.224 -0.785 1.315
H -4.157 0.951 1.021
H -5.230 -0.003 -0.018
H -3.738 -0.722 0.507
O 1.103 0.668 3.162
P 2.020 1.764 2.805
N 2.519 1.801 1.224
C 1.861 2.712 0.317
C 3.168 0.635 0.633
N 3.418 1.688 3.686
C 4.626 2.424 3.381
C 3.436 0.888 4.903
N 1.351 3.269 3.022
C 1.985 4.508 2.672
C 0.092 3.351 3.734
H 2.396 3.665 0.273
H 0.856 2.939 0.673
H 1.762 2.363 -0.709
H 4.188 0.904 0.323
H 2.590 0.213 -0.188
H 3.351 -0.154 1.360
H 4.533 2.958 2.435
H 4.784 3.242 4.100
H 5.500 1.771 3.361
H 3.626 -0.168 4.722
H 4.245 1.255 5.541
H 2.532 1.033 5.493
H 2.175 5.149 3.547
H 2.953 4.358 2.205
H 1.354 5.131 2.024
H 0.079 4.267 4.339
H -0.052 2.529 4.428
H -0.772 3.459 3.064
O 5.321 -3.654 -0.892
P 4.786 -4.249 -2.127
N 5.758 -3.936 -3.431
C 5.515 -4.527 -4.720
C 6.944 -3.131 -3.305
N 3.289 -3.707 -2.610
C 2.514 -4.434 -3.620
C 2.458 -2.821 -1.779
N 4.632 -5.906 -2.092
C 3.573 -6.392 -1.184
C 5.877 -6.666 -1.988
H 4.991 -5.476 -4.607
H 6.447 -4.715 -5.258
H 4.909 -3.911 -5.400
H 7.346 -3.133 -2.296
H 6.796 -2.095 -3.641
H 7.702 -3.509 -4.000
H 1.497 -4.629 -3.275
H 2.499 -3.831 -4.532
H 3.004 -5.373 -3.865
H 3.074 -1.981 -1.458
H 1.650 -2.401 -2.381
H 2.004 -3.347 -0.939
H 3.622 -7.480 -1.172
H 3.735 -6.060 -0.154
H 2.622 -6.058 -1.592
H 6.759 -6.031 -2.101
H 5.974 -7.424 -2.774
H 5.963 -7.158 -1.017
O -0.301 6.866 -0.082
P -1.219 6.256 -1.044
N -2.075 7.376 -1.906
C -1.413 8.649 -2.135
C -3.233 7.098 -2.714
N -2.426 5.285 -0.445
C -3.474 5.930 0.326
C -2.005 4.015 0.134
N -0.416 5.248 -2.082
C -1.132 4.408 -3.025
C 1.028 5.099 -2.008
H -0.802 8.901 -1.274
H -2.183 9.408 -2.286
H -0.781 8.623 -3.031
H -3.733 6.192 -2.371
H -2.969 6.942 -3.767
H -3.960 7.910 -2.624
H -3.333 5.808 1.401
H -3.534 7.000 0.117
H -4.457 5.560 0.014
H -2.063 3.997 1.227
H -2.526 3.129 -0.240
H -0.956 3.878 -0.137
H -1.961 4.932 -3.505
H -0.482 4.142 -3.860
H -1.565 3.532 -2.528
H 1.373 5.513 -1.067
H 1.531 5.581 -2.861
H 1.288 4.047 -2.178
C -2.854 -3.773 -0.581
S -1.201 -4.036 -1.218
O -0.323 -3.544 -0.117
C -1.182 -5.824 -1.141
H -2.938 -4.092 0.460
H -3.589 -4.260 -1.221
H -3.027 -2.696 -0.559
H -1.453 -6.201 -2.141
H -1.842 -6.291 -0.419
H -0.142 -6.159 -1.172
C -0.544 -0.434 0.177
S -1.009 0.877 -0.958
O -2.449 0.625 -1.298
C -0.036 0.417 -2.405
H -0.498 -0.036 1.192
H 0.483 -0.758 0.005
H -1.245 -1.259 0.140
H -0.089 -0.654 -2.583
H 1.006 0.731 -2.285
H -0.376 1.018 -3.247
C 4.945 -2.950 2.170
S 3.577 -4.107 2.281
O 3.462 -4.499 3.713
C 2.290 -2.919 1.978
H 4.864 -2.104 2.846
H 5.126 -2.596 1.152
H 5.844 -3.548 2.336
H 1.301 -3.364 1.924
H 2.521 -2.391 1.053
H 2.242 -2.145 2.749
C -3.651 -0.543 -4.024
S -2.761 0.661 -5.007
O -1.528 -0.053 -5.431
C -3.887 0.695 -6.406
H -3.809 -1.422 -4.662
H -4.570 -0.171 -3.586
H -2.950 -0.957 -3.302
H -3.825 -0.249 -6.947
H -3.538 1.471 -7.090
H -4.893 0.974 -6.098
*
```

=====

(2)
Molecular formula: C33H103N17O24
Method: DFT, ωB97M-V/def2-TZVPD

Output
* calculated total energy: -4055.6788 Eh

The geometry in ORCA input format:
```
! RIJCOSX wB97M-V def2-TZVPD def2/J DEFGRID3
* xyz 0 1
C -1.040 -5.417 -4.272
C -1.004 -5.271 -2.761
C -0.352 -3.998 -2.245
O 1.111 -3.959 -2.539
C 1.829 -4.555 -1.458
N -2.368 -5.258 -2.218
H -1.491 -4.628 -4.874
H -1.728 -6.260 -4.338
H -0.058 -5.694 -4.655
H -0.385 -6.134 -2.516
H -0.486 -3.690 -1.208
H -0.766 -3.147 -2.785
H 1.909 -5.636 -1.566
H 1.552 -4.311 -0.432
H 2.856 -4.196 -1.390
H -2.761 -6.153 -2.471
H -2.929 -4.615 -2.760
C 0.009 6.068 -0.308
C 1.067 5.259 -1.103
C 0.778 4.982 -2.671
O 0.489 3.608 -2.985
C 0.518 3.421 -4.425
N 2.445 5.591 -0.906
H 0.102 6.125 0.777
H -0.934 5.625 -0.631
H 0.077 7.096 -0.664
H 0.997 4.261 -0.669
H 1.735 5.092 -3.181
H 0.094 5.655 -3.187
H 1.487 3.738 -4.810
H -0.284 3.997 -4.886
H 0.192 2.423 -4.719
H 2.483 6.558 -1.196
H 2.383 5.674 0.099
C 7.488 -2.710 -1.626
C 6.979 -1.680 -0.658
C 7.220 -2.033 0.853
O 6.651 -1.136 1.838
C 5.248 -1.086 1.953
N 7.677 -0.413 -1.040
H 7.097 -2.649 -2.641
H 7.215 -3.737 -1.386
H 8.575 -2.626 -1.600
H 5.918 -1.674 -0.909
H 8.293 -2.072 1.040
H 6.994 -3.090 0.990
H 5.008 -2.072 2.351
H 4.711 -0.863 1.031
H 5.147 -0.356 2.756
H 8.655 -0.664 -1.009
H 7.657 0.299 -0.323
C -0.925 -6.083 0.828
C -0.403 -6.286 2.255
O 0.798 -7.151 2.317
O -2.085 -5.187 0.873
H -1.213 -7.036 0.386
H -0.121 -5.756 0.168
H -1.158 -6.736 2.900
H -0.144 -5.292 2.620
H 0.497 -8.049 2.161
H -2.310 -4.979 -0.037
C 1.244 1.874 3.783
C 2.022 2.100 2.450
O 1.106 2.342 1.382
O 0.716 0.564 3.888
H 0.494 2.664 3.807
H 1.938 2.145 4.578
H 2.650 1.228 2.267
H 2.675 2.963 2.579
H 1.655 2.150 0.618
H -0.119 0.573 4.362
C 1.619 -2.808 4.478
C 1.496 -2.528 3.060
O 2.279 -1.349 2.790
O 2.809 -3.534 4.854
H 0.715 -3.303 4.834
H 1.632 -1.885 5.057
H 0.501 -2.207 2.753
H 1.893 -3.265 2.362
H 1.821 -0.557 3.081
H 2.873 -4.312 4.296
C 4.814 -0.714 5.755
C 5.518 -0.182 6.971
O 6.247 0.913 6.690
O 3.608 0.075 5.386
H 4.419 -1.677 6.076
H 5.621 -0.840 5.033
H 6.049 -1.041 7.382
H 4.738 0.084 7.684
H 5.881 1.525 6.047
H 3.383 -0.235 4.506
C 3.441 1.919 -1.799
C 4.490 1.161 -0.936
O 5.784 1.583 -1.417
O 2.101 1.800 -1.370
H 3.700 1.688 -2.832
H 3.651 2.988 -1.819
H 4.361 0.133 -1.273
H 4.437 1.150 0.153
H 6.334 0.830 -1.646
H 1.628 2.606 -1.590
C -2.934 -1.831 3.743
C -3.578 -2.536 2.515
O -4.793 -3.160 2.783
O -2.228 -2.722 4.545
H -3.716 -1.421 4.382
H -2.229 -1.140 3.282
H -2.915 -3.373 2.297
H -3.746 -1.813 1.717
H -4.668 -3.712 3.559
H -2.788 -3.329 5.033
C -7.024 3.286 -1.796
C -6.386 2.291 -2.798
O -5.850 2.910 -3.896
O -8.287 3.759 -2.243
H -6.391 4.171 -1.743
H -7.255 2.812 -0.842
H -7.136 1.546 -3.062
H -5.651 1.569 -2.444
H -6.501 3.269 -4.504
H -8.005 4.399 -2.901
C -4.047 3.927 0.731
O -4.198 4.909 1.551
N -3.295 4.093 -0.327
N -4.619 2.784 0.809
H -3.321 3.346 -1.006
H -2.834 4.978 -0.483
H -4.347 2.072 0.146
H -5.409 2.656 1.425
C -2.616 1.926 5.610
O -1.395 2.152 5.432
N -3.441 1.517 4.720
N -3.196 2.088 6.801
H -3.191 1.763 3.773
H -4.372 1.179 4.919
H -4.116 1.683 6.895
H -2.541 2.173 7.565
C -2.955 5.482 -4.228
O -2.304 6.271 -4.951
N -4.261 5.610 -4.137
N -2.432 4.639 -3.380
H -4.731 4.881 -3.621
H -4.760 6.293 -4.689
H -1.428 4.755 -3.375
H -2.951 3.874 -2.973
C -5.048 -0.804 -0.915
O -4.903 0.128 -0.106
N -6.179 -1.357 -1.252
N -4.088 -1.418 -1.555
H -6.927 -1.137 -0.611
H -6.160 -2.030 -2.005
H -3.220 -0.941 -1.357
H -4.468 -1.731 -2.437
C -0.771 0.171 -0.233
O -0.971 -0.600 -1.198
N -1.051 1.476 -0.241
N -0.418 -0.247 0.934
H -1.665 1.790 -0.980
H -0.499 2.138 0.285
H -0.179 0.339 1.721
H -0.041 -1.183 0.981
C -2.528 1.162 -3.831
O -2.810 1.622 -2.768
N -3.193 1.340 -4.955
N -1.511 0.416 -4.024
H -4.040 1.865 -4.786
H -2.848 1.030 -5.852
H -1.279 0.258 -4.994
H -0.963 0.150 -3.218
C 1.572 -0.946 -4.395
O 2.076 -0.417 -5.395
N 1.059 -2.140 -4.440
N 1.460 -0.461 -3.208
H 0.977 -2.769 -3.654
H 1.061 -2.586 -5.347
H 1.938 0.339 -2.819
H 1.241 -1.237 -2.599
*
```

=====

- The highest calculated total energy belongs to which entry?
  C33H103N17O24

=====

- Among the records above, which one has the highest calculated total energy?
  C33H103N17O24

=====

- The lowest calculated total energy belongs to which entry?
  C32H96N12O8P4S4

=====

- What is the formula in the first record?
  C32H96N12O8P4S4